{
  "formula": "C6H6ClN4O2",
  "method": "ωB97M-V/def2-TZVPD",
  "symbols": ["N", "H", "O", "C", "H", "C", "H", "C", "C", "H", "H", "O", "N", "C", "N", "H", "N", "Cl", "C"],
  "positions_angstrom": [[2.563, -1.284, 0.070], [-2.033, -1.424, 0.419], [-4.665, 0.014, -1.325], [-3.260, 0.404, 0.217], [0.064, -1.868, -0.087], [-4.591, -0.218, -0.123], [-0.539, 1.016, 0.101], [-2.116, -0.431, 0.205], [3.647, -0.567, -0.166], [4.576, -0.975, -0.225], [1.607, 1.752, -0.269], [-5.277, -0.819, 0.669], [3.456, 0.750, -0.346], [2.145, 0.919, -0.200], [-0.774, 0.003, -0.065], [-2.871, 1.429, -0.044], [1.599, -0.298, 0.038], [-0.379, 2.894, 0.177], [0.320, -0.752, -0.096]],
  "forces_ev_per_angstrom": [[0.5, 0.9, -0.4], [-0.8, -2.9, 0.4], [-0.6, 0.2, -1.7], [5.5, -0.7, -1.1], [1.3, 1.6, -0.1], [0.4, 0.6, 0.5], [-0.6, 0.9, -0.4], [-0.9, 3.2, -0.4], [-2.6, 0.2, 0.3], [2.4, -1.3, 0.0], [-2.2, 3.5, -0.3], [-0.9, -0.8, 1.1], [-0.9, 1.1, 0.2], [3.6, -3.9, -0.1], [2.2, -0.5, 1.1], [-1.4, -0.6, 0.4], [0.0, -0.9, -0.4], [0.0, 0.2, 0.1], [-5.1, -1.0, 0.7]],
  "energy_ha": -1061.93505,
  "homo_ev": [-5.1434, -5.1453],
  "orbital_gap_ev": [6.78, 6.78],
  "charge": -1,
  "de_lowest_kcal_mol": 28.5
}